1.
# C4H7FO

An isolated molecule of C4H7FO in a non-equilibrium geometry (wB97M-V/def2-TZVPD, the Open Molecules 2025 dataset).

Bonds (Å) are listed after each position.
Atoms and positions in Å:
1 C -0.289 -0.405 -1.395  C2 1.496, H7 1.098, H8 1.086, H9 1.090
2 C -0.204 0.604 -0.293  C1 1.496, F3 1.367, C4 1.508, C5 1.483
3 F 0.026 1.862 -0.773  C2 1.367
4 C -0.851 0.432 1.058  C2 1.508, C5 1.469, H10 1.089, H11 1.091
5 C 0.574 0.128 0.876  C2 1.483, C4 1.469, O6 1.395, H12 1.072
6 O 1.050 -1.175 1.025  C5 1.395, H13 0.961
7 H 0.524 -0.209 -2.106  C1 1.098
8 H -0.221 -1.430 -1.042  C1 1.086
9 H -1.195 -0.257 -1.981  C1 1.090
10 H -1.128 1.239 1.737  C4 1.089
11 H -1.563 -0.395 1.068  C4 1.091
12 H 1.340 0.817 1.173  C5 1.072
13 H 1.935 -1.210 0.652  O6 0.961

Net charge: 0
Energy relative to the best compared isomer or geometry (same formula, charge and spin) (kJ/mol): 113.75
Gap between HOMO and LUMO (hartree): 0.378
E_LUMO (eV): 0.829
SMILES: C[C@@]1(F)C[C@H]1O
HOMO level (eV): -9.4707
Calculated total energy (eV): -9025.0920

---

2.
# C4H7FO

An isolated molecule of C4H7FO in a non-equilibrium geometry (wB97M-V/def2-TZVPD, the Open Molecules 2025 dataset).

Bonds (Å) are listed after each position.
Atoms and positions in Å:
1 C -1.675 0.591 -0.228  C2 1.572, H7 1.224, H8 1.064, H9 1.195
2 C -0.494 -0.053 0.584  C1 1.572, C3 1.564, H10 1.070, H11 1.093
3 C 0.658 -0.672 -0.274  C2 1.564, F4 1.361, C5 1.540, H12 1.195
4 F 0.588 -0.376 -1.600  C3 1.361
5 C 2.029 -0.177 0.225  C3 1.540, O6 1.165, H13 1.099
6 O 2.241 -0.051 1.363  C5 1.165
7 H -1.128 1.459 -0.897  C1 1.224
8 H -2.362 1.091 0.412  C1 1.064
9 H -2.190 -0.189 -0.973  C1 1.195
10 H -0.081 0.846 0.993  C2 1.070
11 H -0.692 -0.773 1.383  C2 1.093
12 H 0.407 -1.833 -0.401  C3 1.195
13 H 2.699 0.137 -0.588  C5 1.099

Net charge: 0
Energy relative to the best compared isomer or geometry (same formula, charge and spin) (kJ/mol): 145.44
Gap between HOMO and LUMO (hartree): 0.401
E_LUMO (eV): 0.721
SMILES: CC[C@@H](F)C=O
HOMO level (eV): -10.1974
Calculated total energy (eV): -9024.7636

---

3.
# C4H7FO

An isolated molecule of C4H7FO in a non-equilibrium geometry (wB97M-V/def2-TZVPD, the Open Molecules 2025 dataset).

Bonds (Å) are listed after each position.
Atoms and positions in Å:
1 C 1.674 -0.163 0.334  C2 1.469, H7 1.057, H8 1.034, H9 1.016
2 C 0.470 -1.001 0.245  C1 1.469, O3 1.194, C4 1.633
3 O 0.399 -2.135 0.610  C2 1.194
4 C -0.919 -0.451 -0.413  C2 1.633, C5 1.602, F6 1.385, H10 1.075
5 C -1.237 1.073 -0.039  C4 1.602, H11 1.151, H12 1.095, H13 1.092
6 F -0.842 -0.629 -1.785  C4 1.385
7 H 2.377 -0.642 0.963  C1 1.057
8 H 2.149 -0.104 -0.583  C1 1.034
9 H 1.515 0.775 0.689  C1 1.016
10 H -1.634 -1.150 -0.019  C4 1.075
11 H -1.292 1.648 -1.034  C5 1.151
12 H -0.461 1.518 0.592  C5 1.095
13 H -2.199 1.261 0.442  C5 1.092

Net charge: 0
Energy relative to the best compared isomer or geometry (same formula, charge and spin) (kJ/mol): 68.21
Gap between HOMO and LUMO (hartree): 0.392
E_LUMO (eV): 0.950
SMILES: CC(=O)[C@@H](C)F
HOMO level (eV): -9.7029
Calculated total energy (eV): -9025.5640